Record 1
ORCA calculation (wB97M-V/def2-TZVPD) on a 2-piece molecular cluster, C2H4FO3S overall at a distorted geometry.

Values from the calculation:
- E_HOMO (spin up / spin down) (eV) = -3.296 / -3.951

```
! wB97M-V def2-TZVPD RIJCOSX def2/J DEFGRID3
* xyz -1 1
C -0.9058 -0.1816 1.0223
C 0.4394 0.5556 1.1266
O 0.0196 -1.5950 -2.3016
O 0.0743 0.7597 -2.8807
O 1.3787 0.0420 -0.9527
F 1.1324 0.0796 2.1783
S 0.8396 -0.3697 -2.3200
H -1.4488 0.3335 0.2796
H -1.5498 0.0703 1.9896
H -0.6872 -1.1976 0.9501
H 0.7075 1.5033 0.9086
*
```

Record 2
ORCA calculation (wB97M-V/def2-TZVPD) on one molecule with the formula C2H4FP at a distorted geometry.

Values from the calculation:
- E_HOMO (eV) = -8.673

```
! wB97M-V def2-TZVPD RIJCOSX def2/J DEFGRID3
* xyz 0 1
C 0.2819 1.8821 -1.1929
C -0.4805 -1.2443 0.2191
F 1.1702 2.7109 -0.7144
P -0.0312 0.6454 0.0364
H -1.5935 -1.2764 -0.1536
H -0.4066 -1.6554 1.2437
H -0.0116 -1.8077 -0.4283
H 1.0714 0.7455 0.9900
*
```

Record 3
ORCA calculation (wB97M-V/def2-TZVPD) on C2H4I2 as an isolated structure at a distorted geometry.

Values from the calculation:
- E_HOMO (eV) = -8.061

```
! wB97M-V def2-TZVPD RIJCOSX def2/J DEFGRID3
* xyz 0 1
C 0.1218 -1.7059 -0.5236
C -0.0857 1.7328 1.2177
I -0.8367 0.2859 -0.3071
I 0.9913 3.3877 0.1072
H 1.0574 -1.3911 -0.8636
H 0.1968 -2.0969 0.4969
H -0.3873 -2.3645 -1.3215
H -1.0576 2.1520 1.1940
*
```

Record 4
ORCA calculation (wB97M-V/def2-TZVPD) on C2H4I2 as an isolated structure at a distorted geometry.

Values from the calculation:
- E_HOMO (eV) = -9.275

```
! wB97M-V def2-TZVPD RIJCOSX def2/J DEFGRID3
* xyz 0 1
C -0.7967 -0.0263 0.2823
C 0.5720 -0.0589 -0.4400
I 1.9730 -1.6305 0.1138
I 1.5520 1.9072 -0.1667
H -0.7605 -0.1262 1.3861
H -1.2950 0.9344 0.2408
H -1.7098 -0.7590 0.1538
H 0.4650 -0.2408 -1.5700
*
```

Record 5
ORCA calculation (wB97M-V/def2-TZVPD) on C2H4I3N2O as an isolated structure at a distorted geometry.

Values from the calculation:
- E_HOMO (spin up / spin down) (eV) = -12.214 / -12.711

```
! wB97M-V def2-TZVPD RIJCOSX def2/J DEFGRID3
* xyz 1 1
C -1.6340 -0.5612 -0.3466
C 0.5708 0.1199 -0.3537
N -0.6280 -0.0061 0.2634
N 1.7494 -0.0221 0.5930
O -1.4982 -0.9956 -1.5604
I -3.5539 -0.5532 0.3779
I 0.9395 1.8555 -1.6227
I -0.8692 0.9916 2.3777
H -0.6897 -0.6424 -1.9576
H 1.9019 -0.9596 0.6961
H 1.2794 0.3422 1.4751
H 2.4321 0.4309 0.0578
*
```

Record 6
ORCA calculation (wB97M-V/def2-TZVPD) on C2H4IN as an isolated structure at a distorted geometry.

Values from the calculation:
- E_HOMO (eV) = -8.022

```
! wB97M-V def2-TZVPD RIJCOSX def2/J DEFGRID3
* xyz 0 1
C 0.8350 1.2667 -0.0294
C -0.8676 -1.5127 0.0050
N 1.6216 0.2989 -0.0243
I -2.1569 0.1589 0.0146
H 1.1202 2.2742 0.1787
H -0.2651 1.0827 -0.1556
H -1.0299 -2.1001 -0.9391
H -0.8201 -2.0305 0.9924
*
```

Record 7
ORCA calculation (wB97M-V/def2-TZVPD) on an isolated ion of composition C2H4IN2O and charge +1 at a distorted geometry.

Values from the calculation:
- E_HOMO (spin up / spin down) (eV) = -13.667 / -13.700

```
! wB97M-V def2-TZVPD RIJCOSX def2/J DEFGRID3
* xyz 1 1
C -1.3244 0.0345 -0.0153
C 1.0926 0.4467 -0.1521
N -0.3885 0.8786 0.1212
N 0.2992 -1.6272 -0.2802
O 1.0922 -0.9091 0.4219
I -3.3091 0.1706 0.0313
H 1.1215 0.2897 -1.2084
H 1.6919 1.1590 0.4960
H -0.4004 1.9603 0.2463
H 0.1250 -2.4031 0.3393
*
```

Record 8
ORCA calculation (wB97M-V/def2-TZVPD) on C2H4IN3 as an isolated structure at a distorted geometry.

Values from the calculation:
- E_HOMO (spin up / spin down) (eV) = -9.060 / -8.307

```
! wB97M-V def2-TZVPD RIJCOSX def2/J DEFGRID3
* xyz 0 1
C 0.5161 0.0489 0.1074
C 0.2233 0.3335 1.4915
N 1.5355 -0.5414 -0.3429
N -0.4448 0.0267 -0.9094
N -0.0920 -0.8727 -1.8074
I -0.7228 -0.4416 -3.6850
H -0.7911 0.6514 1.5883
H 0.3091 -0.6061 2.1843
H 0.8694 1.0433 2.1652
H -1.4028 0.3580 -0.7921
*
```

Record 9
ORCA calculation (wB97M-V/def2-TZVPD) on a 2-piece molecular cluster, C2H4INO overall at a distorted geometry.

Values from the calculation:
- E_HOMO (spin up / spin down) (eV) = -8.349 / -8.346

```
! wB97M-V def2-TZVPD RIJCOSX def2/J DEFGRID3
* xyz 0 1
C -1.2929 -0.5297 0.2368
C 1.1238 0.8800 -0.1324
N -0.4390 -1.3480 0.3227
O -0.1662 1.3014 -0.2953
I -3.1636 0.1512 -0.0735
H 1.1062 -0.2418 -0.4493
H 1.3891 0.8142 0.9131
H 1.8034 1.4019 -0.8538
H -0.3607 -2.4292 0.3318
*
```

Record 10
ORCA calculation (wB97M-V/def2-TZVPD) on a 2-piece molecular cluster, C2H4INO2 overall at a distorted geometry.

Values from the calculation:
- E_HOMO (spin up / spin down) (eV) = -8.940 / -8.946

```
! wB97M-V def2-TZVPD RIJCOSX def2/J DEFGRID3
* xyz 0 1
C 0.2061 0.2063 -0.1771
C -0.5466 0.0055 1.0902
N -1.9587 1.7088 0.8873
O -2.8117 1.5107 0.0842
O -1.6765 2.6044 1.6111
I 0.3633 0.6571 2.8519
H -0.4358 -0.0288 -1.0208
H 1.0934 -0.4289 -0.2284
H 0.5498 1.2362 -0.2654
H -1.1696 -0.8631 1.2084
*
```

Record 11
ORCA calculation (wB97M-V/def2-TZVPD) on one molecule with the formula C2H4INS at a distorted geometry.

Values from the calculation:
- E_HOMO (eV) = -8.412

```
! wB97M-V def2-TZVPD RIJCOSX def2/J DEFGRID3
* xyz 0 1
C 0.5047 0.3894 0.5017
C 1.2294 0.8994 -0.4644
N -0.6123 -0.3076 0.5244
S -2.2245 -2.9039 -0.3945
I -1.6724 -0.9245 -1.3454
H 0.7421 0.8510 1.4853
H 2.0408 1.4936 -0.2139
H 1.1769 0.6396 -1.4831
H -1.1847 -0.1370 1.3900
*
```

Record 12
ORCA calculation (wB97M-V/def2-TZVPD) on C2H4IO3P as an isolated structure at a distorted geometry.

Values from the calculation:
- E_HOMO (eV) = -2.254

```
! wB97M-V def2-TZVPD RIJCOSX def2/J DEFGRID3
* xyz -2 1
C -0.7494 -0.7502 0.6026
C 0.5961 -0.9643 0.5951
O 1.6000 -2.6745 -0.9964
O -0.8767 -2.6682 -1.6256
O 0.6065 -0.7298 -2.2491
P 0.3884 -1.9466 -1.5006
I -1.3195 13.1641 2.7325
H -1.1564 0.0936 0.0374
H -1.3331 -1.5791 0.7895
H 1.2696 -0.1122 0.4483
H 0.9744 -1.8328 1.1663
*
```

Record 13
ORCA calculation (wB97M-V/def2-TZVPD) on C2H4KMgO as an isolated structure at a distorted geometry.

Values from the calculation:
- E_HOMO (spin up / spin down) (eV) = -5.173 / -5.620

```
! wB97M-V def2-TZVPD RIJCOSX def2/J DEFGRID3
* xyz 0 2
O 0.2532 -0.1620 1.1031
K -0.1052 1.7960 2.7000
C 0.7570 0.0927 -0.1138
C -0.1073 0.2162 -1.2318
H 1.7227 -0.4249 -0.2114
H -0.8553 1.0109 -1.0934
H 0.4003 0.3733 -2.1888
Mg -1.0865 -1.7419 2.1854
H -0.9789 -1.1603 -1.1494
*
```

Record 14
ORCA calculation (wB97M-V/def2-TZVPD) on C2H4LiMgO2 as an isolated structure at a distorted geometry.

Values from the calculation:
- E_HOMO (spin up / spin down) (eV) = -11.704 / -11.705

```
! wB97M-V def2-TZVPD RIJCOSX def2/J DEFGRID3
* xyz 1 1
O 0.3241 0.7526 -0.5377
C 0.7170 -0.0779 0.4881
C -0.3308 -1.0966 0.8126
O -1.3509 -1.2059 0.1433
H 0.9283 0.4768 1.4240
H 1.6416 -0.6492 0.2714
H -0.0967 -1.8497 1.5854
Mg -1.6630 0.2571 -1.3428
Li 0.6308 1.4518 -2.2044
H -0.8004 1.9409 -0.6398
*
```

Record 15
ORCA calculation (wB97M-V/def2-TZVPD) on C2H4LiO2Ru as an isolated structure at a distorted geometry.

Values from the calculation:
- E_HOMO (spin up / spin down) (eV) = -25.943 / -26.769

```
! wB97M-V def2-TZVPD RIJCOSX def2/J DEFGRID3
* xyz 3 7
O 2.5605 0.6892 -0.4877
C -0.6032 -0.0927 0.8941
C -1.4441 -0.7430 -0.1151
O -0.3410 0.0557 -0.5884
Ru 1.3054 -0.3336 -1.4555
Li 3.2032 2.4435 -0.4765
H -0.9723 0.8143 1.3738
H 0.0193 -0.7330 1.5206
H -2.3970 -0.2851 -0.3822
H -1.3309 -1.8152 -0.2833
*
```

Record 16
ORCA calculation (wB97M-V/def2-TZVPD) on C2H4LiO2Tb as an isolated structure at a distorted geometry.

Values from the calculation:
- E_HOMO (spin up / spin down) (eV) = -8.774 / -12.001

```
! wB97M-V def2-TZVPD RIJCOSX def2/J DEFGRID3
* xyz 1 8
O -0.8723 1.7847 -0.7822
C -0.1491 -0.7377 -0.9048
C 0.0217 -0.9669 0.4439
O 0.7840 -0.1159 1.1878
H -1.1352 1.9816 -1.6809
H 0.6841 -0.2508 -1.4328
H -0.8562 -1.3676 -1.4502
H -0.1947 -1.9669 0.8446
Tb 1.0829 -0.0131 3.5730
Li 0.6348 1.6528 0.2015
*
```

Record 17
ORCA calculation (wB97M-V/def2-TZVPD) on C2H4LiOSc as an isolated structure at a distorted geometry.

Values from the calculation:
- E_HOMO (eV) = -19.991

```
! wB97M-V def2-TZVPD RIJCOSX def2/J DEFGRID3
* xyz 2 1
O 2.7411 -0.1152 -0.2671
Li 4.3211 -0.2838 0.3280
Sc 1.0027 0.4778 -0.6303
C -1.4069 0.6560 0.1981
C -1.2254 -0.6641 -0.0116
H -1.8439 1.2942 -0.5759
H -1.2007 1.1088 1.1726
H -0.8491 -1.3600 0.7440
H -1.5388 -1.1137 -0.9579
*
```

Record 18
ORCA calculation (wB97M-V/def2-TZVPD) on C2H4LiOSr as an isolated structure at a distorted geometry.

Values from the calculation:
- E_HOMO (eV) = -11.633

```
! wB97M-V def2-TZVPD RIJCOSX def2/J DEFGRID3
* xyz 1 1
O -0.4294 -1.6352 1.0571
Li -1.2877 -2.5632 2.2270
Sr 1.3666 -1.4683 -0.1220
C 0.7479 1.1159 -0.2585
C -0.4799 0.5412 -0.5854
H 1.3770 1.5242 -1.0571
H 0.9318 1.4831 0.7566
H -1.4517 0.0505 -0.4602
H -0.7746 0.9518 -1.5576
*
```

Record 19
ORCA calculation (wB97M-V/def2-TZVPD) on a 2-piece molecular cluster, C2H4N overall at a distorted geometry.

Values from the calculation:
- E_HOMO (spin up / spin down) (eV) = -17.842 / -17.684

```
! wB97M-V def2-TZVPD RIJCOSX def2/J DEFGRID3
* xyz 1 1
C -1.3558 0.2821 0.0979
C 1.0820 -0.2804 0.0810
N -0.2211 0.0306 0.2259
H -3.6851 0.9645 -0.3767
H 1.3880 0.1561 -0.8929
H 1.6981 0.1595 0.8089
H 1.0940 -1.3124 0.0558
*
```

Record 20
ORCA calculation (wB97M-V/def2-TZVPD) on an isolated ion of composition C2H4N and charge +1 at a distorted geometry.

Values from the calculation:
- E_HOMO (eV) = -18.579

```
! wB97M-V def2-TZVPD RIJCOSX def2/J DEFGRID3
* xyz 1 1
C -1.8627 0.0074 -0.0707
C 0.6697 -0.0032 -0.0008
N -0.7100 0.0307 0.0510
H -2.8253 -0.2555 0.1850
H 1.0583 -0.2281 -1.1042
H 1.1469 0.9321 0.2566
H 0.7948 -0.8979 0.6344
*
```

no.,DFT total energy (a.u.)
1,-802.32408
2,-519.64178
3,-673.82438
4,-673.95609
5,-1156.07580
6,-430.84870
7,-560.58547
8,-540.38045
9,-506.13350
10,-581.37150
11,-829.10433
12,-943.52808
13,-953.72919
14,-436.42654
15,-329.93621
16,-1060.57785
17,-921.47837
18,-191.79893
19,-132.82391
20,-133.01100